## A
Formula: C4H5N3O
Source: the Open Molecules 2025 dataset
Level of theory: ωB97M-V with the def2-TZVPD basis set

Properties
Orbital gap   8.83 eV

Atoms and positions in Å:
C  -0.125  1.028  0.033
C  0.059  -0.429  0.439
C  1.314  -1.224  -0.209
C  -1.161  -1.142  0.316
H  -1.628  2.658  0.291
H  -2.032  0.883  -0.896
H  1.564  1.489  0.418
H  0.298  -0.019  1.464
H  1.032  -2.460  -0.402
N  -1.416  1.389  -0.066
N  0.810  1.809  -0.190
N  -2.166  -1.473  -0.259
O  2.455  -0.503  -0.092



## B
Formula: C4H5N3O
Source: the Open Molecules 2025 dataset
Level of theory: ωB97M-V with the def2-TZVPD basis set

Properties
SMILES string   [H]/N=C(/N)c1ccon1
Orbital gap   10.33 eV

Atoms and positions in Å:
H  1.393  -1.829  -0.546
N  2.093  -1.134  -0.601
C  1.515  -0.088  -0.062
N  2.157  1.050  0.400
C  -0.031  0.003  0.076
C  -0.883  1.053  -0.428
C  -2.229  0.568  -0.329
O  -2.114  -0.615  0.273
N  -0.816  -1.013  0.521
H  1.718  1.293  1.263
H  3.122  0.927  0.461
H  -0.384  1.973  -0.801
H  -3.207  1.020  -0.344



## C
Formula: C4H5N3O
Source: the Open Molecules 2025 dataset
Level of theory: ωB97M-V with the def2-TZVPD basis set

Properties
SMILES string   [H]/N=C1\N=CN=C1OC
Orbital gap   9.07 eV

Atoms and positions in Å:
H  2.232  2.124  -0.169
N  1.177  1.829  0.249
C  0.998  0.626  -0.069
N  1.995  -0.341  -0.252
C  1.336  -1.436  0.012
N  -0.046  -1.217  0.198
C  -0.380  0.016  0.191
O  -1.509  0.538  -0.290
C  -2.703  -0.042  -0.003
H  1.469  -2.462  0.020
H  -2.804  -0.611  0.931
H  -2.699  -0.921  -0.550
H  -3.516  0.685  -0.058



The energy of each structure relative to the most stable one, in kJ/mol, is as follows: A 318.4; B 0.0; C 124.3.



## A
Formula: H2NO3S
Source: the Open Molecules 2025 dataset
Level of theory: ωB97M-V with the def2-TZVPD basis set

Properties
SMILES string   NS(=O)(=O)[O-]
Total charge   -1
Orbital gap   9.31 eV

Atoms and positions in Å:
N  -0.083  -0.021  -0.465
S  -1.822  -0.018  0.060
O  -2.432  0.247  -1.259
O  -2.038  -1.323  0.631
O  -1.909  1.069  1.050
H  -0.203  -0.141  -1.461
H  -0.094  1.019  -0.279



## B
Formula: H2NO3S
Source: the Open Molecules 2025 dataset
Level of theory: ωB97M-V with the def2-TZVPD basis set

Properties
Total charge   -1
Orbital gap (spin up / spin down)   6.98 / 6.98 eV

Atoms and positions in Å:
N  1.189  -0.041  0.449
O  -0.352  1.524  -1.762
O  -1.458  -0.459  -0.770
O  0.501  -1.198  0.974
S  -0.840  0.868  -0.538
H  1.242  0.587  1.259
H  -0.282  -1.281  0.388



The energy of each structure relative to the most stable one, in kJ/mol, is as follows: A 0.0; B 282.5.



## A
Formula: C5H9F
Source: the Open Molecules 2025 dataset
Level of theory: ωB97M-V with the def2-TZVPD basis set

Properties
Orbital gap   9.86 eV

Atoms and positions in Å:
C  -0.310  -1.396  1.376
C  0.069  -0.257  0.932
C  0.082  1.112  1.452
C  -0.393  0.244  -1.931
C  0.688  -0.200  -1.085
F  1.060  -1.456  -1.320
H  -0.443  -2.301  0.608
H  -0.502  -1.558  2.500
H  -0.073  1.110  2.586
H  1.091  1.404  1.414
H  -0.645  1.751  0.870
H  -0.992  0.906  -1.286
H  -0.145  0.848  -2.949
H  -1.012  -0.600  -2.085
H  1.524  0.393  -1.081



## B
Formula: C5H9F
Source: the Open Molecules 2025 dataset
Level of theory: ωB97M-V with the def2-TZVPD basis set

Properties
SMILES string   CC(C)=CCF
Orbital gap   10.11 eV

Atoms and positions in Å:
C  -1.627  -1.101  0.021
C  -0.432  -0.197  0.026
C  -0.674  1.263  -0.021
C  0.782  -0.708  -0.038
C  1.984  0.205  0.062
F  3.137  -0.495  -0.027
H  -2.282  -1.079  0.903
H  -2.281  -0.747  -0.711
H  -1.359  -2.130  -0.223
H  -1.039  1.467  -1.035
H  0.168  2.007  0.149
H  -1.429  1.524  0.663
H  1.117  -1.751  -0.099
H  1.889  0.693  1.054
H  2.046  1.051  -0.723



The energy of each structure relative to the most stable one, in kJ/mol, is as follows: A 241.8; B 0.0.



## A
Formula: C5H9F
Source: the Open Molecules 2025 dataset
Level of theory: ωB97M-V with the def2-TZVPD basis set

Properties
SMILES string   CC/C(C)=C/F
Orbital gap   10.14 eV

Atoms and positions in Å:
C  -2.481  -0.020  -0.418
C  -1.301  -0.589  0.420
C  0.070  -0.056  0.149
C  0.390  1.450  0.162
C  1.152  -0.789  -0.045
F  2.384  -0.249  -0.233
H  -2.575  -0.390  -1.453
H  -2.471  1.075  -0.477
H  -3.293  -0.405  0.118
H  -1.389  -1.656  0.427
H  -1.492  -0.259  1.534
H  0.866  1.778  -0.813
H  -0.460  2.130  0.184
H  1.082  1.838  0.893
H  1.295  -1.844  0.082



## B
Formula: C5H9F
Source: the Open Molecules 2025 dataset
Level of theory: ωB97M-V with the def2-TZVPD basis set

Properties
SMILES string   C=C(C)CCF
Orbital gap   10.49 eV

Atoms and positions in Å:
C  -1.606  0.396  0.628
C  -0.292  0.532  0.259
C  0.174  1.802  -0.414
C  0.797  -0.531  0.391
C  0.413  -1.768  -0.354
F  1.512  -2.602  -0.504
H  -2.401  1.138  0.499
H  -1.894  -0.571  1.114
H  0.749  2.329  0.324
H  0.798  1.514  -1.286
H  -0.609  2.462  -0.785
H  0.916  -0.741  1.440
H  1.716  -0.121  -0.123
H  0.125  -1.491  -1.364
H  -0.398  -2.349  0.176



The energy of each structure relative to the most stable one, in kJ/mol, is as follows: A 20.2; B 0.0.



## A
Formula: C2H3N4O
Source: the Open Molecules 2025 dataset
Level of theory: ωB97M-V with the def2-TZVPD basis set

Properties
SMILES string   C/C(N=O)=N/N=[N-]
Total charge   -1
Orbital gap   6.81 eV

Atoms and positions in Å:
C  0.027  -0.206  -0.003
C  0.769  0.276  -1.244
N  0.499  0.694  -2.450
O  -0.738  0.708  -2.807
N  2.212  0.108  -1.139
N  2.795  0.148  -2.147
N  3.004  0.061  -3.244
H  -0.861  -0.626  -0.291
H  -0.104  0.553  0.871
H  0.576  -1.079  0.461



## B
Formula: C2H3N4O
Source: the Open Molecules 2025 dataset
Level of theory: ωB97M-V with the def2-TZVPD basis set

Properties
Total charge   -1
Orbital gap (spin up / spin down)   7.25 / 7.28 eV

Atoms and positions in Å:
C  0.890  -0.617  0.378
C  -1.882  0.694  -0.055
N  1.868  -1.370  1.007
N  1.360  0.057  -0.668
N  2.936  -1.137  0.241
N  2.604  -0.311  -0.766
O  -1.614  -0.322  0.884
H  -1.513  0.403  -1.079
H  -1.636  1.749  0.247
H  -3.013  0.853  -0.189



The energy of each structure relative to the most stable one, in kJ/mol, is as follows: A 0.0; B 136.2.



## A
Formula: CH5NO2S
Source: the Open Molecules 2025 dataset
Level of theory: ωB97M-V with the def2-TZVPD basis set

Properties
SMILES string   C[N+]([O-])=S.O
Orbital gap   8.41 eV

Atoms and positions in Å:
C  -1.382  -1.187  -0.410
N  -0.417  -0.544  0.457
O  0.302  -1.191  1.182
S  -0.437  1.081  0.498
H  -2.232  -1.090  0.100
H  -1.433  -0.704  -1.321
H  -1.130  -2.320  -0.576
O  2.626  2.170  -0.001
H  1.702  2.617  0.189
H  2.401  1.167  -0.117



## B
Formula: CH5NO2S
Source: the Open Molecules 2025 dataset
Level of theory: ωB97M-V with the def2-TZVPD basis set

Properties
Orbital gap   6.73 eV

Atoms and positions in Å:
C  0.078  -0.379  0.993
N  0.698  -0.595  -1.511
O  -1.338  2.140  -0.186
O  1.200  -1.088  1.150
S  -0.639  -0.446  -0.732
H  -0.778  -0.836  1.513
H  0.106  0.776  1.210
H  2.066  -0.562  0.812
H  0.550  -1.015  -2.419
H  -1.943  2.003  -0.829



The energy of each structure relative to the most stable one, in kJ/mol, is as follows: A 0.0; B 161.3.



## A
Formula: CH5NO2S
Source: the Open Molecules 2025 dataset
Level of theory: ωB97M-V with the def2-TZVPD basis set

Properties
Orbital gap   9.80 eV

Atoms and positions in Å:
C  0.474  0.395  -0.357
N  1.832  -0.525  0.987
O  -1.749  0.846  0.155
O  -1.460  -0.513  -1.992
S  -1.087  -0.511  -0.614
H  1.138  0.293  -1.133
H  0.390  1.229  0.321
H  1.332  -0.385  1.841
H  -2.717  0.690  -0.008
H  1.848  -1.520  0.801



## B
Formula: CH5NO2S
Source: the Open Molecules 2025 dataset
Level of theory: ωB97M-V with the def2-TZVPD basis set

Properties
Orbital gap   9.87 eV

Atoms and positions in Å:
C  -1.100  0.943  0.562
N  1.872  -0.482  0.036
O  0.229  -1.143  -1.760
O  -1.067  -0.469  0.411
S  0.256  -1.330  -0.133
H  -2.182  1.371  0.331
H  -0.301  1.278  -0.125
H  -0.814  1.069  1.600
H  2.153  -0.735  0.908
H  0.954  -0.501  -1.830



The energy of each structure relative to the most stable one, in kJ/mol, is as follows: A 42.9; B 0.0.



## A
Formula: CH7N2O
Source: the Open Molecules 2025 dataset
Level of theory: ωB97M-V with the def2-TZVPD basis set

Properties
Total charge   -1
Orbital gap   7.44 eV

Atoms and positions in Å:
O  1.355  1.555  0.716
H  1.631  2.114  -0.021
N  0.497  -1.271  -0.569
C  -0.900  -0.877  -0.525
N  -1.188  0.314  0.266
H  0.941  -1.096  0.327
H  0.970  -0.630  -1.190
H  -1.552  -1.670  -0.153
H  -1.176  -0.610  -1.545
H  -0.347  0.920  0.197
H  -1.186  0.059  1.248



## B
Formula: CH7N2O
Source: the Open Molecules 2025 dataset
Level of theory: ωB97M-V with the def2-TZVPD basis set

Properties
Total charge   -1
Orbital gap   7.57 eV

Atoms and positions in Å:
N  1.449  -1.008  1.421
H  0.588  -0.853  0.860
H  1.393  -1.931  1.720
H  2.110  -1.047  0.736
N  -0.435  1.652  -0.407
C  -1.234  0.213  -0.841
O  -0.416  -0.755  -1.077
H  0.356  1.649  -1.050
H  -0.042  1.372  0.459
H  -1.791  0.585  -1.735
H  -1.978  0.124  -0.085



## C
Formula: CH7N2O
Source: the Open Molecules 2025 dataset
Level of theory: ωB97M-V with the def2-TZVPD basis set

Properties
Total charge   -1
Orbital gap   5.82 eV

Atoms and positions in Å:
N  0.447  -3.596  1.001
H  0.608  -2.598  0.909
H  -0.221  -3.852  0.290
H  1.340  -4.034  0.820
N  -0.714  1.202  -0.631
C  0.009  2.409  -0.103
O  0.168  3.410  -0.950
H  -0.325  0.957  -1.539
H  -1.655  1.508  -0.872
H  0.963  1.955  0.293
H  -0.621  2.640  0.783



The energy of each structure relative to the most stable one, in kJ/mol, is as follows: A 0.0; B 23.6; C 12.8.